Entry 1:
The following is a DFT calculation (ωB97M-V/def2-TZVPD) of C5H8NO5P as an isolated structure.

- Lowest unoccupied orbital energy: 0.224 hartree
- E_HOMO: -0.04189 hartree
- Relative energy (zero: lowest compared OMol25 entry of this formula, charge and spin): 257.05 kJ/mol

```
! wB97M-V def2-TZVPD RIJCOSX def2/J DEFGRID3
* xyz -2 1
O 1.841 -1.783 1.308
H 1.374 -2.699 1.115
H 0.696 0.391 -1.324
H -1.715 0.147 -1.593
H 0.772 3.764 0.589
H -0.598 -1.414 0.461
C -2.906 -1.060 -0.038
O -4.000 -0.952 -0.618
H -0.132 2.694 -0.681
O -2.669 -1.761 0.963
N -0.463 -0.737 -0.229
O 2.414 -2.041 -1.201
C 0.534 2.793 0.167
C 0.693 -0.096 -0.417
C -1.775 -0.096 -0.508
O 3.351 -0.113 0.152
H 1.342 1.401 1.545
P 2.178 -1.025 -0.141
H -1.851 0.960 -0.168
C 0.914 1.626 0.620
*
```

***

Entry 2:
The following is a DFT calculation (ωB97M-V/def2-TZVPD) of H38IO19Zn as an isolated structure.

- Lowest unoccupied orbital energy: -0.301 hartree
- E_HOMO: -0.44220 hartree

```
! wB97M-V def2-TZVPD RIJCOSX def2/J DEFGRID3
* xyz 1 1
H 0.520 2.362 -2.702
H -3.564 -0.747 -0.660
H 2.864 -2.823 3.820
H -2.196 -2.451 0.385
H 3.891 3.852 -1.932
H -4.333 -0.101 1.541
H -0.817 -1.167 3.909
H -0.649 2.992 2.556
H -4.150 3.829 1.843
H 3.281 -0.707 0.613
O -0.107 1.668 -5.234
O 1.444 2.438 -2.942
H -0.767 -1.243 -4.226
H 1.010 -3.017 0.561
O -3.872 -1.643 -0.801
H 2.069 -4.029 0.943
H 0.462 2.436 0.003
H 2.991 -0.547 -2.736
O -0.287 -0.404 4.141
O -2.889 0.490 3.491
H -2.326 1.696 -2.214
O 1.956 -2.576 3.644
I 0.109 -0.148 0.163
H 1.332 -2.895 -2.110
H 0.440 -0.419 3.518
H -3.966 2.419 1.323
H -0.657 1.495 -4.470
H -1.067 0.903 -1.931
H 3.863 0.485 1.343
H 1.035 3.628 -0.733
H 2.350 0.750 -3.183
Zn -1.108 1.325 4.520
H 0.161 1.829 2.022
H 4.477 -3.534 1.842
O -1.565 1.305 -2.643
H -1.891 -3.023 1.753
H 4.499 -2.356 0.891
O 4.280 2.978 -1.976
H -3.277 -0.319 3.158
H -1.749 -0.277 -3.598
H -4.541 -1.562 -1.480
O 1.172 -3.760 1.142
O -0.259 2.158 2.817
H -4.568 -1.593 1.431
H 1.557 3.359 -3.173
O 4.143 -3.238 0.995
H 3.535 2.390 -2.101
O 3.188 0.289 -3.159
H 1.687 -3.145 2.923
O -2.129 -3.278 0.862
H 0.178 2.576 -5.125
O -4.574 -0.870 2.058
O 0.339 3.376 -0.126
H -3.622 1.103 3.546
O -1.702 -1.106 -4.074
O -3.947 2.938 2.127
O 4.084 -0.194 0.705
O 2.043 -2.297 -1.881
H 1.619 -1.600 -1.380
*
```

***

Entry 3:
The following is a DFT calculation (ωB97M-V/def2-TZVPD) of C16H14BrF3N3O2SSn as an isolated structure.

- Lowest unoccupied orbital energy: 0.093 hartree
- E_HOMO: -0.13984 hartree
- Relative energy (zero: lowest compared OMol25 entry of this formula, charge and spin): 0.00 kJ/mol

```
! wB97M-V def2-TZVPD RIJCOSX def2/J DEFGRID3
* xyz -1 1
H -2.882 0.216 0.147
H -4.193 -1.802 -0.480
H 1.275 -1.758 5.432
H -3.077 2.199 -1.613
C -1.051 -2.982 -0.629
H 1.584 -2.903 4.045
C 1.612 2.847 -4.040
O 3.078 1.141 1.498
C -2.173 2.246 -2.277
H -0.763 3.201 -5.260
H 3.478 -0.606 4.642
H 0.788 -2.070 -0.033
C 0.928 -2.064 4.389
C -0.888 2.871 -4.210
N 2.040 0.528 1.888
C -3.102 -1.768 -0.496
H 3.961 -1.181 3.059
S 1.487 1.684 -1.213
H -1.892 -1.412 2.160
C 3.466 -0.339 3.602
F 2.322 3.792 -3.343
C 0.147 2.071 -2.188
O -1.323 -1.593 2.926
Br -3.233 -4.390 -1.676
C -2.119 2.699 -3.617
C -0.277 -1.894 -0.174
C -0.983 -0.717 0.081
C 2.119 -0.225 3.010
H -3.049 2.768 -4.138
H -0.515 -3.946 -0.797
C 0.885 -0.976 3.379
H -0.066 -2.565 4.617
N -1.050 1.872 -1.636
C 0.266 2.597 -3.548
Sn 0.082 1.078 0.842
C -2.421 -2.922 -0.936
C -2.362 -0.701 -0.084
N -0.184 -0.691 2.697
F 1.553 3.328 -5.322
H 4.079 0.569 3.431
F 2.455 1.799 -4.136
*
```

***

Entry 4:
The following is a DFT calculation (ωB97M-V/def2-TZVPD) of C35H58N5O3PPdS as an isolated structure.

- Lowest unoccupied orbital energy (spin up / spin down): 0.149 / 0.149 hartree
- E_HOMO (spin up / spin down): 0.06928 / 0.06931 hartree

```
! wB97M-V def2-TZVPD RIJCOSX def2/J DEFGRID3
* xyz -2 1
C 5.860 -7.669 12.794
H 5.975 -6.575 10.931
H 6.168 -13.849 14.673
H 5.822 -6.762 13.452
H 3.139 -15.097 12.570
C 4.699 -13.647 18.563
H 3.253 -3.361 14.318
C 4.303 -9.732 11.209
H 10.315 -10.363 15.099
C 5.141 -14.507 12.758
C 10.120 -10.690 18.451
C 5.181 -8.900 13.383
O 4.900 -7.499 18.214
C 3.174 -13.459 14.045
H 2.083 -13.462 13.927
H 10.752 -9.163 16.494
C 3.254 -4.156 15.024
H 4.826 -8.711 14.442
C 3.625 -10.496 18.909
N 10.095 -11.105 17.077
C 5.272 -12.148 13.538
H 1.582 -12.512 11.743
C 9.597 -12.287 16.579
H 6.222 -9.161 10.647
C -1.272 -11.611 12.141
H 5.013 -14.379 19.304
C 0.370 -11.123 14.020
H 3.287 -8.530 12.561
H 9.475 -14.347 17.254
H 5.665 -15.429 12.511
C 5.328 -7.306 11.370
N 4.162 -11.324 20.089
H 3.793 -15.548 14.174
C 3.833 -5.063 17.219
H 4.304 -9.642 18.827
S 1.977 -7.878 14.944
H 6.981 -13.296 13.136
H 6.218 -10.839 19.565
C 3.835 -3.990 16.353
H 10.415 -9.632 18.486
C 9.088 -13.376 17.491
H 2.316 -12.160 20.318
C -0.242 -11.622 11.041
H 9.467 -13.256 18.530
H 5.039 -8.446 9.622
H 5.953 -12.329 20.571
N 5.611 -12.514 18.465
C 5.043 -11.713 17.358
H -0.431 -10.832 10.268
H 3.630 -13.077 20.972
H -1.659 -11.703 14.228
H 9.122 -10.801 18.908
H 5.524 -11.518 14.405
H 2.056 -5.484 13.726
Pd 3.142 -9.808 15.711
C 3.854 -7.510 17.481
H 5.764 -11.593 12.714
N 3.313 -13.283 18.889
H -2.101 -12.223 11.839
H 5.008 -13.976 11.768
H 1.876 -10.970 10.819
H -0.268 -12.577 10.465
C 1.204 -11.498 11.562
C 10.775 -10.207 16.086
H 5.731 -10.796 17.346
H 6.956 -7.801 12.720
H 2.592 -10.232 19.086
H 0.870 -11.582 14.871
H 4.033 -4.962 18.282
H -1.606 -10.535 12.319
P 3.042 -10.602 13.586
H 5.194 -12.332 16.458
H 1.732 -12.228 17.918
C 5.990 -13.522 13.589
H 7.994 -13.380 17.540
C -0.825 -11.979 13.574
H 5.988 -9.640 13.421
O 9.487 -12.483 15.337
C 3.489 -6.339 16.722
C 5.254 -8.666 10.631
H 11.776 -10.583 15.962
H 10.941 -11.145 19.067
C 3.754 -14.762 13.418
H 3.396 -9.944 10.644
C 5.539 -11.705 19.748
C 3.952 -9.387 12.622
H 4.777 -10.664 11.204
O 3.044 -8.530 17.435
C 2.689 -6.431 15.515
C 3.787 -12.230 13.300
H 4.777 -14.197 17.634
N 3.641 -11.271 17.598
H 1.114 -9.608 12.680
H 3.678 -12.412 12.258
C 1.350 -10.685 12.898
H 0.041 -10.172 14.475
H 2.934 -13.017 16.801
H 4.361 -3.050 16.562
H 4.348 -6.891 11.344
C 2.786 -12.444 17.757
H -0.624 -13.066 13.702
C 2.554 -5.309 14.695
H 3.383 -13.409 15.146
C 3.322 -12.436 20.135
*
```

***

Entry 5:
The following is a DFT calculation (ωB97M-V/def2-TZVPD) of a 8-piece molecular cluster, C35H65N3O8 overall.

- SMILES: CC(C)=N[C@](O)(C#N)CC#N.C1CCOC1.C1CCOC1.C1CCOC1.C1CCOC1.C1CCOC1.C1CCOC1.C1CCOC1
- Lowest unoccupied orbital energy: -0.034 hartree
- E_HOMO: -0.31363 hartree
- Relative energy (zero: lowest compared OMol25 entry of this formula, charge and spin): 332.69 kJ/mol

```
! wB97M-V def2-TZVPD RIJCOSX def2/J DEFGRID3
* xyz 0 1
C 2.199 7.451 -3.682
C 0.907 1.818 -4.471
C -1.187 2.012 0.531
C -1.665 -0.545 5.654
C 3.166 7.984 -4.717
H -1.719 2.965 0.469
H 5.577 -1.527 -5.501
O 4.181 6.986 -4.891
H -2.448 0.670 1.712
H 2.683 8.189 -5.676
C -3.168 -1.271 5.654
C -0.340 2.434 -5.051
H 1.518 0.333 5.086
N -0.784 -1.423 4.793
H 0.465 -2.126 -1.407
H 4.811 -0.436 -1.853
C 0.313 2.180 0.638
H 2.560 5.830 -2.257
O -0.240 -3.910 -2.139
C -6.986 0.523 1.354
C -1.550 -1.938 -2.180
H -5.538 -1.829 0.748
H 3.778 0.087 -5.476
H 5.246 -2.519 -3.001
H -0.078 0.037 2.921
H -1.048 1.305 5.270
C 0.400 -1.745 5.409
C -2.238 -2.953 -1.303
C 1.176 2.710 -3.279
H -5.530 1.973 0.667
C -6.090 -0.332 2.212
H 1.441 6.824 -4.167
C 1.807 -5.916 2.114
H -4.028 -0.456 5.629
C -0.186 -4.865 2.777
H -3.312 -2.031 6.533
H 3.816 -2.313 -4.029
H -6.502 1.262 -0.640
C -1.574 -4.243 -1.732
C -5.135 -0.913 1.192
N -0.893 -0.213 8.459
O 0.812 1.025 1.327
H -0.018 -5.984 0.907
H 1.773 3.583 -3.564
H -0.075 3.311 -5.653
H 3.147 -0.972 -2.175
H -4.151 -1.133 1.616
H 1.745 1.779 -5.171
H 6.396 -0.717 -4.152
H 2.634 -1.064 5.900
H 1.566 -2.901 7.100
H -1.552 1.889 2.638
H 0.572 3.061 1.235
C 4.558 0.242 -4.723
C -1.087 -0.235 7.156
H 0.677 -4.080 5.789
H -7.499 1.314 1.906
C -6.019 1.057 0.319
O 3.911 0.467 -3.463
H -0.918 1.750 -5.678
C 3.095 6.595 -2.824
C 4.097 -0.695 -2.642
H -3.324 -2.972 -1.422
H 0.825 -4.423 0.931
H -2.001 -1.943 -3.179
H -2.011 -2.748 -0.250
H 3.654 8.901 -4.369
C -1.505 1.219 1.772
H -0.821 -3.992 2.600
H 0.693 0.797 -4.133
H 1.685 8.242 -3.130
C 4.050 6.015 -3.844
C -1.086 2.869 -3.808
H 0.798 2.265 -0.338
O 0.803 -4.550 3.767
C 0.621 -3.075 6.396
H 0.368 -2.219 -3.180
H -1.434 1.423 -0.360
N -3.225 -2.698 3.048
C 1.757 -0.816 5.159
H 1.689 2.185 -2.468
H -1.721 3.742 -3.985
C 2.076 -5.024 3.306
C -0.300 0.312 1.886
H 3.643 7.227 -2.116
H 2.645 -5.955 1.413
H 5.033 5.794 -3.420
C 5.417 -0.993 -4.561
H 5.141 1.125 -5.001
H 2.673 -4.151 3.021
H -5.541 0.300 2.920
H -1.594 -0.918 -1.789
H -7.743 -0.104 0.869
O -1.854 0.779 4.984
O -5.003 0.059 0.145
H 1.593 -6.937 2.452
H -1.708 2.059 -3.414
H -6.625 -1.098 2.779
H 2.589 -5.548 4.116
H -1.539 -4.984 -0.927
C -3.276 -2.067 4.201
H -2.085 -4.687 -2.593
C 4.642 -1.784 -3.539
C -0.140 -2.483 -2.248
H 3.647 5.098 -4.288
H -0.436 -0.605 1.303
H -0.808 -5.675 3.171
H 2.146 -1.134 4.077
C 0.560 -5.300 1.534
H -0.338 -3.075 7.107
O -0.097 3.184 -2.818
*
```

***

Entry 6:
The following is a DFT calculation (ωB97M-V/def2-TZVPD) of a 2-piece molecular cluster, C4H14N3S overall.

- Lowest unoccupied orbital energy: -0.121 hartree
- E_HOMO: -0.46510 hartree
- Relative energy (zero: lowest compared OMol25 entry of this formula, charge and spin): 111.71 kJ/mol

```
! wB97M-V def2-TZVPD RIJCOSX def2/J DEFGRID3
* xyz 1 1
H -1.807 2.488 0.380
H -1.525 1.121 2.959
H 0.913 -0.990 0.904
C 1.253 -0.418 -3.154
C -1.017 0.629 2.138
H 2.221 -0.795 -3.466
N 1.041 -0.770 -1.741
H -1.470 0.082 0.103
H 1.197 0.653 -3.297
N -2.534 1.855 0.700
H 0.092 -0.917 -1.422
H 0.481 -0.908 -3.744
H 2.634 -1.189 0.995
C 1.997 -0.805 -0.854
H -3.190 1.809 -0.073
H -0.113 1.185 1.884
H 0.354 -0.700 3.579
N 1.824 -0.983 0.432
S -0.585 -1.064 2.696
H -2.798 -0.135 1.237
H 3.007 -0.676 -1.221
C -1.977 0.531 0.965
*
```

***

Entry 7:
The following is a DFT calculation (ωB97M-V/def2-TZVPD) of one molecule with the formula C4H8FN.

- SMILES: C[C@H]1N[C@@H]1CF
- Lowest unoccupied orbital energy: 0.042 hartree
- E_HOMO: -0.34091 hartree
- Relative energy (zero: lowest compared OMol25 entry of this formula, charge and spin): 127.81 kJ/mol

```
! wB97M-V def2-TZVPD RIJCOSX def2/J DEFGRID3
* xyz 0 1
C -0.430 0.637 0.228
H -0.686 -0.899 1.608
H 2.675 -0.833 0.203
H 0.053 1.577 0.306
H -2.554 0.934 0.454
H -1.976 0.874 -1.221
H 0.133 -1.265 -0.717
N 0.050 -0.308 1.246
H 2.187 0.818 0.049
C -1.873 0.440 -0.184
H 2.049 -0.323 -1.404
C 1.934 -0.205 -0.304
C 0.494 -0.492 -0.119
F -2.056 -0.955 -0.146
*
```

***

Entry 8:
The following is a DFT calculation (ωB97M-V/def2-TZVPD) of C8H34AgO17P as an isolated structure.

- Lowest unoccupied orbital energy (spin up / spin down): -0.020 / -0.069 hartree
- E_HOMO (spin up / spin down): -0.23560 / -0.23559 hartree
- Relative energy (zero: lowest compared OMol25 entry of this formula, charge and spin): 0.00 kJ/mol

```
! wB97M-V def2-TZVPD RIJCOSX def2/J DEFGRID3
* xyz -1 2
H -2.281 -0.606 0.717
C 0.408 -4.274 -0.187
H -2.439 -4.266 -2.768
H 1.113 -1.665 -0.058
O -3.204 -0.750 1.075
H -3.367 -1.720 -1.532
O -0.213 -0.018 2.455
H -1.099 4.740 0.238
H 0.479 -5.290 0.201
H -2.574 5.460 0.901
O -0.765 -3.608 0.245
H -4.214 -3.898 -2.618
H 2.737 -1.707 2.906
H -4.447 5.045 -1.438
O -3.194 -4.198 -0.880
O 0.982 3.197 -0.640
H -2.220 1.943 -1.285
O 1.710 -2.278 -0.521
C -2.189 4.792 0.121
O -1.998 1.073 -1.633
C 4.840 0.105 0.883
O 2.721 1.729 3.019
O -1.498 -1.986 -2.293
H -1.944 6.272 -1.430
H -2.378 4.628 -2.021
O -0.752 1.696 0.965
C -2.893 -2.236 -2.376
C 4.880 0.404 -0.596
H 2.553 -4.107 -0.065
H 1.694 2.555 -0.752
H -3.271 -1.905 -3.347
O -2.757 3.488 0.281
H 3.367 -1.192 0.737
H 4.330 0.967 1.336
H 5.328 -0.394 -1.198
C -2.516 5.367 -1.228
O 3.582 0.732 -1.127
H -2.042 2.905 0.580
O 1.491 0.531 0.661
H -1.530 0.588 -0.907
C -3.218 -3.716 -2.214
O 1.890 -1.821 3.368
C 1.668 -3.498 0.149
H 5.835 0.073 1.331
P 0.051 0.314 0.957
O -3.899 5.822 -1.284
O 4.238 -1.151 1.181
H -2.322 -3.997 -0.501
H 1.763 -3.365 1.235
H 0.337 2.752 -0.058
H -0.665 -2.670 0.010
Ag -1.222 1.751 3.146
H 2.446 1.180 2.255
H 5.474 1.309 -0.799
H -3.344 -0.057 1.726
H 0.425 -4.356 -1.287
O -0.627 -0.680 0.025
H 1.277 -1.254 2.875
H 1.895 1.985 3.434
H -1.326 -1.389 -1.540
H 2.890 0.652 -0.433
*
```

***

Entry 9:
The following is a DFT calculation (ωB97M-V/def2-TZVPD) of one molecule with the formula C2H5N3O2.

- SMILES: NC(=O)N(N)C=O
- Lowest unoccupied orbital energy: 0.022 hartree
- E_HOMO: -0.35232 hartree
- Relative energy (zero: lowest compared OMol25 entry of this formula, charge and spin): 190.43 kJ/mol

```
! wB97M-V def2-TZVPD RIJCOSX def2/J DEFGRID3
* xyz 0 1
O -2.357 -1.125 0.444
C -0.019 0.457 1.106
H -1.513 -1.278 -1.439
N 1.093 1.152 0.894
C -1.472 -1.005 -0.353
O -0.736 0.506 2.050
N 0.730 -0.328 -1.070
N -0.225 -0.449 -0.085
H 1.472 1.245 0.008
H 1.305 1.808 1.603
H 0.405 0.137 -1.933
H 1.317 -1.119 -1.226
*
```

***

| no. | E (Eh) |
| --- | --- |
| 1 | -967.67903 |
| 2 | -3529.07293 |
| 3 | -4418.90996 |
| 4 | -2735.26410 |
| 5 | -2138.35885 |
| 6 | -723.02398 |
| 7 | -311.77071 |
| 8 | -2092.70880 |
| 9 | -393.94673 |